Density functional theory data (ωB97M-V/def2-TZVPD) for a structure of composition C4H2N2S2 in a non-equilibrium geometry.

```
10
Properties=species:S:1:pos:R:3:lowdin_charge:R:1
C 2.0117 0.0123 -0.0048 -1.02
C -0.0151 0.8628 -0.0052 -0.48
C -1.3416 0.6215 0.0014 -0.06
C 0.5824 -0.3881 -0.0036 -0.45
H -2.2446 1.2625 -0.0047 0.13
H -2.2748 -1.2824 0.0220 0.14
N -1.4320 -0.7609 -0.0052 -0.02
N -0.2536 -1.4031 0.0003 0.13
S 3.4433 -0.7043 -0.0005 0.71
S 1.5244 1.7798 0.0002 0.92
```

Results
HOMO level (Ha): -0.32666
Energy above the lowest of the compared OMol25 structures with the same formula, charge and spin (kcal/mol): 20.7
Max |F| (eV/A): 1.40
Frontier orbital gap (eV): 8.121